(1)
Here is a molecular structure, C38H28IMnN2O2S from the OMol25 dataset. Energies are from ωB97M-V/def2-TZVPD.

ORCA input file:
```
! wB97M-V def2-TZVPD RIJCOSX def2/J DEFGRID3
* xyz -1 2
Mn 1.08810 0.91439 1.78855
I 3.76076 0.66694 1.76610
C 3.97764 2.75213 1.86630
C 5.21642 3.28122 2.07013
C 5.37125 4.68299 2.10070
C 4.28852 5.48625 1.89472
C 3.00028 4.94013 1.66506
C 1.89522 5.78233 1.40991
C 0.66885 5.22752 1.18009
C 0.48942 3.82919 1.23601
C 1.50553 2.92656 1.50078
C 2.80193 3.52686 1.67674
H 6.07692 2.63646 2.20078
H 6.35196 5.10846 2.27704
H 4.39617 6.56586 1.89900
H 2.04414 6.85756 1.39891
H -0.18368 5.86754 0.97339
H -0.51830 3.45657 1.09053
S -3.35804 0.90929 1.82933
C -2.89863 0.75363 0.16171
C -3.69197 0.54483 -0.96085
C -3.07227 0.44393 -2.19303
C -1.68301 0.55346 -2.30421
C -0.89311 0.75847 -1.18741
C -1.50746 0.85722 0.05907
N -0.85613 1.04601 1.26210
C -1.68482 1.08615 2.26397
C -1.12890 1.23311 3.58786
C -1.88813 1.34863 4.75305
C -1.23644 1.47356 5.96521
C 0.15987 1.48030 5.98976
C 0.89374 1.35872 4.81991
C 0.28144 1.22452 3.56278
H -4.76791 0.45545 -0.87428
H -3.66693 0.26505 -3.08032
H -1.22240 0.45783 -3.27966
H 0.18456 0.84264 -1.25758
H -2.97392 1.33961 4.71340
H -1.80007 1.56479 6.88583
H 0.67233 1.57980 6.94182
H 1.97872 1.37064 4.88328
C -0.92326 -2.15130 -5.96300
C -1.73284 -2.50774 -4.74266
C -3.08804 -2.78471 -4.88296
C -3.86410 -3.07908 -3.77142
C -3.27740 -3.14461 -2.52296
C -1.91276 -2.89151 -2.36197
N -1.37365 -2.96426 -1.07260
C -0.16356 -3.55125 -0.72904
C 0.34008 -4.63548 -1.45719
C 1.52925 -5.24067 -1.08806
C 2.23694 -4.78517 0.01771
C 1.74467 -3.70363 0.73335
C 0.55539 -3.08010 0.37957
C 0.05491 -1.89028 1.16829
O -1.16531 -1.76628 1.33047
O 0.96634 -1.09700 1.57772
C -1.13616 -2.52780 -3.47471
C 0.28840 -2.07812 -3.29827
H -1.51953 -2.27390 -6.86678
H -0.03379 -2.77874 -6.05237
H -0.57850 -1.11441 -5.93051
H -3.53669 -2.75812 -5.86982
H -4.92414 -3.27651 -3.88236
H -3.85854 -3.40373 -1.64593
H -1.81859 -2.46178 -0.31081
H -0.22062 -4.99559 -2.31283
H 1.90011 -6.08116 -1.66316
H 3.16319 -5.26228 0.31383
H 2.28931 -3.30762 1.58137
H 1.00715 -2.89643 -3.40091
H 0.43298 -1.65210 -2.30556
H 0.54714 -1.31522 -4.03296
*
```

Output
lowest unoccupied orbital energy (alpha / beta)	2.41 / 2.41	eV
HOMO (alpha / beta)	-4.34 / -3.80	eV
molar mass	758.6	g mol⁻¹
⟨S²⟩	0.775



(2)
Here is a molecular structure, C52H73N6OP2ScSi from the OMol25 dataset. Energies are from ωB97M-V/def2-TZVPD.

ORCA input file:
```
! wB97M-V def2-TZVPD RIJCOSX def2/J DEFGRID3
* xyz 2 1
Sc 0.10819 0.15876 0.03147
C -2.81572 2.76812 3.80081
C -2.73875 2.10321 2.45492
C -2.00976 2.67461 1.41852
C -1.97348 2.07245 0.16641
C -2.64337 0.87044 -0.06654
C -3.37464 0.29344 0.96831
C -3.42270 0.91049 2.20672
H -3.60808 3.51976 3.81317
H -1.88233 3.27921 4.04554
H -3.04350 2.04759 4.58774
H -1.48144 3.60840 1.57836
H -1.46771 2.57560 -0.64890
H -2.65811 0.44334 -1.06661
H -3.92551 -0.62363 0.80470
H -4.00855 0.46330 3.00279
C 0.80256 -3.17073 -2.09894
Si 1.50168 -1.59091 -1.36002
C 2.36540 -0.69037 -2.77438
C 3.43128 -1.30530 -3.43843
C 4.09665 -0.68440 -4.48079
C 3.68515 0.57478 -4.89975
C 2.61035 1.19317 -4.28329
C 1.94824 0.57810 -3.21349
P 0.46175 1.30112 -2.42610
C 0.51356 3.14636 -2.28220
C 1.15206 3.49656 -0.92799
C 1.50580 4.97651 -0.83589
C 2.59850 5.34050 -1.85831
C 2.55418 4.41647 -3.08325
C 1.11221 4.02850 -3.40385
C -0.97985 0.95955 -3.51517
C -1.33424 -0.54588 -3.52054
C -0.80750 -1.23122 -4.77800
C -1.50436 -0.66667 -6.02710
C -1.86937 0.81755 -5.85672
C -0.86298 1.51575 -4.94653
C 2.73307 -2.17384 -0.01908
C 3.11693 -3.52181 0.03782
C 3.91774 -4.01609 1.05909
C 4.35314 -3.16714 2.06828
C 3.99735 -1.82720 2.03455
C 3.19044 -1.32666 1.00984
P 2.82522 0.46125 0.89173
C 4.45989 1.09214 0.27471
C 4.83407 0.61414 -1.12806
C 6.28272 0.97841 -1.44803
C 6.52843 2.47646 -1.30285
C 6.13175 2.96074 0.08835
C 4.67767 2.60402 0.39920
C 2.71034 1.15427 2.60939
C 1.82181 2.41017 2.58963
C 1.40747 2.81976 4.00317
C 2.54861 2.63985 5.02172
C 3.89599 2.65307 4.30925
C 4.02001 1.42726 3.39851
H 1.57759 -3.72070 -2.64147
H 0.37867 -3.84121 -1.34528
H 0.01759 -2.93851 -2.82475
H 3.76438 -2.28889 -3.11761
H 4.92840 -1.17756 -4.97011
H 4.19213 1.06907 -5.71891
H 2.29940 2.15824 -4.64860
H -0.55436 3.38729 -2.22254
H 0.47955 3.21344 -0.11069
H 2.05077 2.89453 -0.79282
H 0.60198 5.56448 -1.02282
H 1.82633 5.22990 0.17696
H 2.46783 6.37737 -2.17191
H 3.58496 5.28580 -1.39280
H 3.01814 4.90404 -3.94181
H 3.14448 3.51307 -2.89405
H 0.51438 4.94221 -3.47053
H 1.01584 3.56019 -4.37912
H -1.78885 1.50439 -3.01210
H -0.94149 -1.04024 -2.62357
H -2.42351 -0.65776 -3.48169
H 0.27431 -1.07786 -4.83987
H -0.95783 -2.31047 -4.71569
H -0.84872 -0.79016 -6.89117
H -2.40470 -1.24511 -6.24322
H -1.91128 1.31313 -6.82622
H -2.86969 0.92037 -5.42356
H 0.14468 1.34830 -5.33751
H -1.02458 2.59470 -4.93848
H 2.78894 -4.20570 -0.73870
H 4.21432 -5.05915 1.05988
H 4.98106 -3.54107 2.86784
H 4.36252 -1.16968 2.81261
H 5.15356 0.60179 0.97099
H 4.68877 -0.46259 -1.21878
H 4.17295 1.08956 -1.86101
H 6.95094 0.43319 -0.77093
H 6.52403 0.64378 -2.45926
H 7.57426 2.71361 -1.50445
H 5.93592 3.01571 -2.05371
H 6.78532 2.49875 0.83783
H 6.27188 4.04027 0.17874
H 4.40520 2.97461 1.38950
H 4.04076 3.12017 -0.32252
H 2.15957 0.37458 3.13930
H 2.35333 3.23091 2.10308
H 0.92421 2.24428 1.99434
H 1.06442 3.85683 3.99290
H 0.53429 2.22244 4.29200
H 2.50000 3.41517 5.78569
H 2.44762 1.68271 5.54693
H 4.00001 3.57678 3.73018
H 4.71932 2.65105 5.02397
H 4.88683 1.54080 2.74523
H 4.22726 0.56209 4.03237
N -1.03363 -2.57253 5.90518
C -0.81653 -1.40639 5.31388
N -1.00734 -0.26289 5.98152
N -0.41303 -1.46658 4.04534
C -0.33993 -0.53994 3.16992
N -0.23201 0.05605 2.17000
H -1.36769 -2.63862 6.85104
H -0.98223 -3.40778 5.33102
H -1.32104 -0.25309 6.93780
H -0.77560 0.61685 5.55439
N 1.15252 -4.86221 2.74335
C -0.14357 -4.54555 2.92229
O -0.76183 -4.74857 3.95785
C -0.81721 -3.87812 1.75265
C -2.00957 -4.34708 1.21732
C -2.59197 -3.63190 0.18149
C -2.01504 -2.43669 -0.21926
N -0.90507 -1.94880 0.34248
C -0.29509 -2.70034 1.26622
H 1.65648 -5.29074 3.50254
H 1.62859 -4.68684 1.87291
H -2.46198 -5.25570 1.59574
H -3.49515 -3.97777 -0.30206
H -2.46478 -1.84515 -1.00870
H 0.65031 -2.33697 1.64967
*
```

Output
lowest unoccupied orbital energy	-4.87	eV
HOMO	-12.07	eV
molar mass	933.2	g mol⁻¹



(3)
Here is 2 unconnected molecules or ions with the total composition C4H13N2O2 at a distorted geometry from the OMol25 dataset. Energies are from ωB97M-V/def2-TZVPD.

ORCA input file:
```
! wB97M-V def2-TZVPD RIJCOSX def2/J DEFGRID3
* xyz -1 1
C 0.54676 -0.32391 1.13627
C 1.66147 0.77263 1.35523
C 0.88653 2.12944 1.16841
N 0.57153 2.28089 -0.31954
N 0.63685 -0.77391 -0.28279
C -0.73401 -1.01460 -0.95604
O -1.70937 -1.08576 -0.06403
H 0.72534 -1.18268 1.80567
H -0.47277 -0.00964 1.33974
H 2.50913 0.73603 0.66268
H 2.09237 0.71523 2.36863
H -0.00213 2.29414 1.77555
H 1.54005 2.99071 1.35706
H 1.13792 1.56179 -0.79556
H -0.39726 1.92434 -0.39877
H 1.24673 -1.59262 -0.25596
H -0.81576 -0.16615 -1.67729
H -0.48044 -1.95754 -1.54561
H -2.84763 -3.22456 -2.13991
H -2.93714 -1.65809 -1.98680
O -3.15815 -2.41574 -2.54694
*
```

Output
lowest unoccupied orbital energy	4.02	eV
HOMO	-3.07	eV
molar mass	121.2	g mol⁻¹



(4)
Here is a molecular structure, CH4I2NOP at a distorted geometry from the OMol25 dataset. Energies are from ωB97M-V/def2-TZVPD.

ORCA input file:
```
! wB97M-V def2-TZVPD RIJCOSX def2/J DEFGRID3
* xyz 0 1
C -1.91296 0.03642 -0.22018
N 1.80020 0.86825 0.21196
O -0.56653 0.14372 0.20616
P 0.74049 -0.14183 -0.70004
I 3.83553 0.49661 0.18974
I 1.42178 -2.37368 0.19327
H -2.16873 0.48712 -1.10587
H -2.40730 0.54635 0.56501
H -2.30265 -0.94757 -0.53483
H 1.56017 0.88460 1.19480
*
```

Output
lowest unoccupied orbital energy	-0.52	eV
HOMO	-8.99	eV
molar mass	330.8	g mol⁻¹